Below is 14 unconnected molecules or ions with the total composition C72H186N14O22 in a non-equilibrium geometry, with properties calculated with wB97M-V/def2-TZVPD.

```
294
Properties=species:S:1:pos:R:3
C 19.26 16.78 19.00
C 19.91 15.39 19.32
C 19.12 14.23 18.83
O 19.71 12.93 19.04
C 19.88 12.39 20.37
N 21.18 15.42 18.69
H 18.32 16.89 19.55
H 18.87 16.98 18.01
H 19.96 17.58 19.25
H 20.17 15.26 20.37
H 19.09 14.31 17.75
H 18.11 14.39 19.20
H 20.32 11.39 20.35
H 18.88 12.20 20.77
H 20.48 13.09 20.96
H 21.57 14.49 18.58
H 21.00 15.65 17.73
C 23.03 13.85 22.03
C 22.76 13.92 23.52
C 21.36 13.50 24.02
O 20.35 14.27 23.40
C 18.99 13.87 23.67
N 23.77 13.10 24.16
H 22.49 14.57 21.43
H 22.91 12.89 21.54
H 24.05 14.12 21.76
H 22.89 14.93 23.90
H 21.14 13.70 25.07
H 21.22 12.48 23.69
H 18.85 12.82 23.41
H 18.30 14.52 23.14
H 18.83 13.98 24.74
H 23.68 13.16 25.17
H 23.54 12.15 23.90
C 13.77 17.88 22.72
C 13.08 19.25 22.58
C 12.32 19.63 23.88
O 11.51 18.61 24.39
C 10.35 18.41 23.62
N 14.08 20.25 22.39
H 14.77 17.96 23.15
H 14.05 17.53 21.73
H 13.17 17.11 23.21
H 12.45 19.29 21.69
H 11.88 20.62 23.76
H 13.07 19.93 24.61
H 9.76 19.28 23.33
H 9.73 17.71 24.17
H 10.63 17.85 22.72
H 13.71 21.16 22.65
H 14.45 20.39 21.46
C 21.02 17.47 25.75
C 19.86 18.24 25.19
C 19.14 17.39 24.09
O 18.25 18.20 23.29
C 17.40 17.40 22.55
N 18.99 18.49 26.33
H 21.77 17.52 24.96
H 20.89 16.39 25.86
H 21.50 17.90 26.62
H 20.22 19.14 24.68
H 18.59 16.57 24.56
H 19.94 16.95 23.50
H 16.66 16.92 23.18
H 17.90 16.52 22.16
H 16.86 17.93 21.77
H 18.37 19.24 26.06
H 19.62 18.93 26.98
C 28.18 16.49 16.86
C 27.32 15.90 15.80
C 25.87 15.85 16.27
O 25.76 15.19 17.51
C 24.46 15.33 18.11
N 27.46 16.66 14.57
H 28.08 15.87 17.75
H 27.82 17.50 17.04
H 29.18 16.42 16.45
H 27.67 14.88 15.60
H 25.28 15.41 15.46
H 25.55 16.88 16.33
H 23.61 15.18 17.44
H 24.30 16.31 18.56
H 24.25 14.63 18.92
H 27.46 17.66 14.72
H 28.38 16.45 14.21
C 14.85 24.40 21.93
C 13.47 23.84 21.50
C 13.57 23.17 20.12
O 13.99 24.04 19.11
C 14.27 23.44 17.85
N 13.06 22.83 22.49
H 15.63 23.66 22.09
H 14.75 25.00 22.84
H 15.28 25.10 21.21
H 12.76 24.67 21.52
H 12.57 22.84 19.86
H 14.26 22.33 20.15
H 14.77 24.21 17.26
H 13.35 23.08 17.39
H 15.04 22.67 17.93
H 13.09 23.31 23.38
H 12.15 22.42 22.32
C 17.31 33.21 17.98
O 18.08 32.15 17.38
C 17.54 30.84 17.63
C 18.52 29.67 17.35
N 17.97 28.36 17.51
C 19.11 27.41 17.47
C 18.76 26.08 18.03
O 18.18 26.06 19.35
C 17.85 24.72 19.79
H 16.37 33.37 17.45
H 17.83 34.16 17.94
H 17.10 32.94 19.02
H 16.66 30.76 16.99
H 17.17 30.69 18.64
H 19.44 29.88 17.90
H 18.75 29.72 16.28
H 17.55 28.20 18.41
H 19.90 27.86 18.07
H 19.46 27.44 16.43
H 19.62 25.40 18.04
H 17.94 25.63 17.48
H 18.63 23.98 19.64
H 16.91 24.47 19.30
H 17.62 24.81 20.85
C 17.13 22.74 11.16
O 17.54 23.61 12.25
C 18.70 24.34 12.10
C 18.75 25.36 13.29
N 18.67 24.68 14.60
C 19.96 24.17 15.18
C 19.62 23.07 16.29
O 18.99 21.97 15.62
C 18.86 20.79 16.35
H 17.66 21.79 11.15
H 17.27 23.24 10.21
H 16.07 22.50 11.25
H 18.80 24.94 11.19
H 19.60 23.74 12.15
H 17.93 26.07 13.17
H 19.68 25.93 13.25
H 18.16 23.83 14.39
H 20.58 24.99 15.55
H 20.62 23.73 14.43
H 19.10 23.45 17.18
H 20.59 22.75 16.67
H 18.66 19.95 15.69
H 18.03 20.92 17.04
H 19.85 20.55 16.76
C 14.92 21.40 30.03
O 15.13 21.27 28.68
C 15.87 20.15 28.28
C 15.90 20.02 26.77
N 16.86 20.92 26.09
C 16.85 20.65 24.63
C 17.78 21.58 23.88
O 17.51 22.91 24.29
C 18.58 23.83 24.09
H 15.77 21.75 30.62
H 14.51 20.44 30.37
H 14.10 22.12 30.10
H 15.33 19.30 28.72
H 16.86 20.07 28.73
H 14.93 20.27 26.34
H 16.19 19.01 26.45
H 16.53 21.88 26.06
H 15.84 20.51 24.24
H 17.24 19.63 24.57
H 17.60 21.53 22.81
H 18.82 21.40 24.16
H 19.54 23.75 24.60
H 18.27 24.87 24.22
H 18.80 23.91 23.02
C 20.82 26.90 22.74
O 21.48 26.67 21.56
C 21.47 25.33 21.16
C 22.29 25.17 19.80
N 23.71 25.33 20.02
C 24.39 25.32 18.77
C 25.91 25.53 18.83
O 26.32 25.99 17.53
C 27.67 26.34 17.46
H 19.77 26.63 22.71
H 20.85 27.99 22.86
H 21.35 26.39 23.55
H 20.45 24.94 21.05
H 21.95 24.75 21.95
H 21.94 25.99 19.18
H 22.09 24.16 19.44
H 23.96 26.19 20.49
H 23.92 26.02 18.08
H 24.02 24.41 18.30
H 26.50 24.63 19.01
H 26.13 26.20 19.66
H 28.30 25.53 17.82
H 27.83 27.23 18.06
H 27.91 26.62 16.43
C 23.99 19.38 26.55
O 24.98 20.39 26.19
C 26.33 19.94 25.97
C 27.32 21.10 25.85
N 26.87 22.11 24.91
C 27.65 23.37 25.08
C 27.21 24.56 24.15
O 25.88 24.85 24.46
C 25.23 25.61 23.45
H 24.04 18.60 25.80
H 23.01 19.86 26.62
H 24.27 18.86 27.47
H 26.33 19.27 25.11
H 26.70 19.35 26.81
H 28.26 20.70 25.47
H 27.42 21.44 26.88
H 25.88 22.20 25.13
H 28.73 23.21 25.00
H 27.49 23.78 26.08
H 27.36 24.20 23.13
H 27.88 25.40 24.30
H 25.32 25.02 22.54
H 25.73 26.58 23.36
H 24.17 25.79 23.62
C 23.12 20.99 15.94
O 24.23 20.57 16.60
C 24.07 20.54 18.00
C 25.42 20.07 18.63
N 25.40 20.21 20.10
C 25.42 21.58 20.59
C 25.08 21.69 22.15
O 23.68 21.70 22.37
C 23.24 21.70 23.72
H 22.21 20.56 16.37
H 23.09 20.85 14.86
H 22.98 22.05 16.14
H 23.38 19.76 18.33
H 23.72 21.51 18.36
H 26.25 20.64 18.22
H 25.65 19.03 18.37
H 24.64 19.75 20.57
H 24.60 22.11 20.10
H 26.31 22.16 20.31
H 25.57 22.55 22.61
H 25.53 20.76 22.50
H 22.16 21.84 23.78
H 23.84 22.38 24.32
H 23.51 20.68 24.03
C 15.22 15.36 25.21
O 15.43 14.69 23.95
C 14.45 13.70 23.55
C 14.56 13.40 22.05
N 14.27 14.61 21.29
C 15.12 14.52 20.10
C 14.94 15.75 19.16
O 15.48 17.01 19.58
C 15.42 18.05 18.60
H 14.31 15.95 25.16
H 16.08 16.00 25.42
H 15.23 14.59 25.98
H 13.38 13.87 23.64
H 14.68 12.80 24.12
H 13.98 12.53 21.75
H 15.58 13.04 21.89
H 14.80 15.38 21.69
H 14.87 13.66 19.48
H 16.17 14.46 20.41
H 13.87 15.88 19.00
H 15.44 15.62 18.19
H 15.68 19.04 18.97
H 14.47 18.07 18.06
H 16.18 17.85 17.84
C 17.08 21.07 20.17
O 18.37 21.50 20.55
C 19.30 20.42 20.60
C 20.66 20.92 21.04
N 21.72 19.90 20.91
C 21.46 18.77 21.73
C 22.66 17.81 21.72
O 23.70 18.41 22.52
C 24.96 17.77 22.37
H 16.66 20.38 20.91
H 17.21 20.62 19.19
H 16.37 21.87 19.97
H 19.44 20.07 19.58
H 18.92 19.59 21.20
H 20.65 21.38 22.03
H 20.90 21.81 20.46
H 22.57 20.29 21.30
H 20.56 18.22 21.45
H 21.25 19.06 22.76
H 22.84 17.55 20.68
H 22.39 16.88 22.23
H 24.98 16.74 22.73
H 25.72 18.34 22.90
H 25.30 17.59 21.35
```

Calculated values
Total charge: 0
Energy relative to the best compared isomer or geometry (same formula, charge and spin) (kcal per mole): 95.4
Frontier orbital gap (eV): 8.748
Strongest force on any atom (eV/Å): 3.1